--- 1 ---
Here is a 2-piece molecular cluster, C4H7N2O overall from the OMol25 dataset. Energies are from wB97M-V/def2-TZVPD.

The calculation puts the highest occupied orbital energy (spin up / spin down) at -9.76 / -14.52 eV. Its multiplicity is 3. The total charge is +1. The expectation value of S² is 2.02.

Element x y z (Å)
O (0.03418, -1.34492, 0.56646)
N (-1.99381, -0.42036, 0.03539)
N (2.64005, -0.80868, -0.54164)
C (-1.31043, -1.32563, 0.47281)
C (-2.88628, 0.43035, -0.23063)
C (1.29561, 1.21379, 0.18587)
C (1.84233, 0.00029, -0.22928)
H (1.00055, 1.10517, 1.23590)
H (-3.52135, 0.40971, -1.07479)
H (-2.71103, 1.36378, 0.23704)
H (2.26648, 1.82194, 0.09854)
H (2.67662, -1.80572, -0.86392)
H (0.25623, -2.29425, 0.52133)
H (0.41085, 1.65453, -0.41309)

=====

--- 2 ---
Here is an isolated ion of composition C4H7N2O and charge +1 from the OMol25 dataset. Energies are from wB97M-V/def2-TZVPD.

The calculation puts the highest occupied orbital energy (spin up / spin down) at -10.68 / -15.20 eV. Its multiplicity is 3. The total charge is +1. The expectation value of S² is 2.01.

Element x y z (Å)
O (-2.40495, 1.51887, 0.24306)
N (-2.34258, -0.85166, -0.01214)
N (0.48405, 1.46663, 0.03922)
C (-1.92833, 0.48901, -0.05543)
C (-0.03394, -1.06359, 0.04652)
C (-1.39572, -1.69403, 0.02217)
C (-0.36344, 0.28848, -0.49842)
H (1.44449, 1.35026, -0.36444)
H (0.73230, 1.41441, 1.07558)
H (-0.34709, 0.25342, -1.53809)
H (0.70614, -1.68751, -0.40515)
H (-1.53786, -2.72312, -0.09286)
H (-0.00625, 2.36330, -0.11370)
H (0.20559, -0.98097, 1.16648)

=====

--- 3 ---
Here is an isolated ion of composition C4H7N2O and charge +1 from the OMol25 dataset. Energies are from wB97M-V/def2-TZVPD.

The calculation puts the highest occupied orbital energy (spin up / spin down) at -11.81 / -14.52 eV. Its multiplicity is 3. The total charge is +1. The expectation value of S² is 2.01.

Element x y z (Å)
O (-2.06234, 0.20983, -0.17946)
N (-0.21268, 1.16026, -0.07790)
N (0.42138, 0.00189, -0.06551)
C (0.00387, 2.34429, -0.04702)
C (-1.64956, -0.99765, -0.06533)
C (1.85987, 0.15605, 0.04816)
C (-0.22076, -1.13815, -0.09191)
H (-2.12295, -1.72777, -0.84624)
H (2.24198, -0.80156, -0.29107)
H (-1.91516, -1.60009, 0.99299)
H (0.20834, -2.07116, 0.16130)
H (2.03353, 0.33787, 1.15482)
H (-0.62041, 3.12772, -0.06606)
H (2.03487, 0.99849, -0.62676)

=====

Most stable = 2

=====

--- 1 ---
Here is a 2-piece molecular cluster, C6H6OS overall from the OMol25 dataset. Energies are from wB97M-V/def2-TZVPD.

The calculation puts the highest occupied orbital energy at -8.20 eV.

Element x y z (Å)
S (-2.09954, 1.95772, -0.20426)
O (1.91081, -1.70954, -1.55229)
C (-1.05123, -0.07498, 1.66028)
C (1.95399, -0.89948, -0.47905)
C (0.04513, 0.56866, -0.66880)
C (-0.38907, 1.48841, -1.55214)
C (-1.36233, 2.37009, -1.75898)
C (-0.93028, 0.68239, 0.27768)
H (1.15209, -2.35440, -1.38067)
H (1.27897, -1.04072, 0.38972)
H (-1.96192, 0.23359, 2.27561)
H (-0.99757, -1.16391, 1.41364)
H (-0.08242, -0.07307, 2.23137)
H (2.53338, 0.01525, -0.65211)

=====

--- 2 ---
Here is one molecule with the formula C6H6OS from the OMol25 dataset. Energies are from wB97M-V/def2-TZVPD.

As for the SMILES: C#C[C@@H]1C[C@@H](C=S)O1. The calculation puts the highest occupied orbital energy at -8.85 eV.

Element x y z (Å)
S (-3.19740, -1.04814, -0.12793)
O (-0.27305, -0.86558, 0.79854)
C (3.15063, -0.83947, 0.16103)
C (-0.00374, 0.78984, -0.49712)
C (1.99919, -0.73590, -0.08283)
C (-0.92240, 0.37407, 0.63609)
C (-2.38145, 0.27730, 0.27890)
C (0.57630, -0.63204, -0.35839)
H (4.21856, -0.87956, 0.28973)
H (0.32528, -1.27947, -1.19084)
H (-0.53921, 0.99077, -1.46538)
H (-0.84161, 0.97866, 1.57524)
H (-2.79610, 1.26403, 0.25864)
H (0.68500, 1.60550, -0.27570)

=====

Most stable = 2

=====

--- 1 ---
Here is one molecule with the formula C5H11NS from the OMol25 dataset. Energies are from wB97M-V/def2-TZVPD.

As for the SMILES: C/C=C(/CC)SN. The calculation puts the highest occupied orbital energy at -8.23 eV.

Element x y z (Å)
S (0.00507, -2.02137, -0.05993)
N (-0.77819, -2.10593, -1.57738)
C (-0.33176, -0.12598, 0.30054)
C (0.45035, 1.17270, -1.65583)
C (0.42817, -0.64175, 2.63034)
C (-0.07018, 0.24876, 1.54035)
C (-0.75919, 0.71906, -0.83433)
H (-1.27379, 1.59284, -0.42628)
H (-0.14412, -2.41048, -2.30609)
H (-1.58496, -2.71755, -1.54004)
H (1.33963, -0.23486, 3.06466)
H (0.84387, 0.34300, -2.23890)
H (-0.31431, -0.72687, 3.42375)
H (0.64339, -1.63566, 2.24739)
H (0.16964, 1.97478, -2.33534)
H (1.23509, 1.53493, -0.99577)
H (-0.22393, 1.28540, 1.82007)
H (-1.45228, 0.16996, -1.47284)

=====

--- 2 ---
Here is one molecule with the formula C5H11NS from the OMol25 dataset. Energies are from wB97M-V/def2-TZVPD.

The calculation puts the highest occupied orbital energy at -7.93 eV.

Element x y z (Å)
S (-1.08543, 0.08964, 1.75221)
N (-0.06405, 0.85558, 0.79348)
C (0.22088, 1.38082, -1.96816)
C (-0.73208, -1.66467, 2.04772)
C (-1.83050, -1.37030, 1.12439)
C (1.46796, 1.17428, -1.08732)
C (1.01833, 0.24410, 0.14040)
H (-1.79746, -1.60508, 0.06763)
H (1.91268, 2.15639, -0.86095)
H (0.23389, -1.87048, 1.69652)
H (1.92820, 0.30689, 0.73360)
H (0.33509, 1.21331, -3.07315)
H (-0.99711, -2.09978, 2.98752)
H (-0.49887, 0.51315, -1.90635)
H (-0.42043, 2.35949, -1.94845)
H (0.96125, -0.62715, -0.46588)
H (-2.92164, -1.62074, 1.55489)
H (2.26929, 0.56457, -1.58810)

=====

Most stable = 1

=====

--- 1 ---
Here is an isolated ion of composition C4H8N3S and charge +1 from the OMol25 dataset. Energies are from wB97M-V/def2-TZVPD.

As for the SMILES: C[N+]1=CCNNC1=S. The calculation puts the highest occupied orbital energy at -12.93 eV. The total charge is +1.

Element x y z (Å)
S (2.92376, -0.11078, -0.07619)
N (-0.51743, 1.81039, 0.35115)
N (0.85150, 1.67718, 0.00783)
N (0.15958, -0.84628, 0.06553)
C (-1.43074, 0.89330, -0.25528)
C (0.64216, -2.23286, 0.17905)
C (1.43133, 0.47441, -0.03848)
C (-1.06412, -0.51995, -0.10648)
H (-1.61564, 1.09169, -1.43448)
H (1.23238, 2.50511, 0.41010)
H (1.66118, -2.31847, 0.46307)
H (-2.35335, 1.16456, 0.04870)
H (-0.69780, 2.78060, 0.37818)
H (-1.76479, -1.23432, -0.19665)
H (0.08873, -2.48940, 1.07832)
H (0.45325, -2.64519, -0.87436)

=====

--- 2 ---
Here is C4H8N3S as an isolated structure from the OMol25 dataset. Energies are from wB97M-V/def2-TZVPD.

The calculation puts the highest occupied orbital energy (spin up / spin down) at -12.80 / -12.80 eV. The total charge is +1.

Element x y z (Å)
S (-0.73071, 0.82972, 2.32090)
N (-0.15869, 0.32651, -1.20656)
N (-0.01798, -0.34193, -0.16495)
N (2.00672, 1.01746, 2.59481)
C (-0.52901, 0.16024, -2.39931)
C (-0.01372, -0.39047, 1.13950)
C (0.83652, 0.30694, 2.77539)
C (-1.66616, -0.65176, -2.91774)
H (2.13335, 1.93116, 2.21034)
H (0.11784, -1.42746, 1.43881)
H (-1.21369, -1.32168, -3.69352)
H (-2.41068, -0.05160, -3.39538)
H (-2.26516, -1.22037, -2.22233)
H (0.08956, 0.65147, -3.09619)
H (2.80650, 0.75798, 3.21117)
H (1.01532, -0.57623, 3.40507)

=====

Most stable = 1

=====

--- 1 ---
Here is an isolated ion of composition C3H8NO2 and charge -1 from the OMol25 dataset. Energies are from wB97M-V/def2-TZVPD.

As for the SMILES: N[C@H](C[O-])CO. The calculation puts the highest occupied orbital energy at -2.45 eV. The total charge is -1.

Element x y z (Å)
O (-1.28523, 2.09202, 0.36811)
O (2.14192, -0.55363, 0.88968)
N (-0.03792, -1.30746, -0.89045)
C (-1.23074, 0.88783, -0.27796)
C (-0.17993, -0.41717, 0.27104)
C (1.10025, 0.37582, 0.65561)
H (-0.94014, -1.70898, -1.08433)
H (0.86137, 1.01522, 1.51917)
H (1.45072, 1.05477, -0.20087)
H (-0.74099, 0.97278, -1.28673)
H (-0.67776, -0.69520, 1.20559)
H (1.70192, -1.45018, 1.01199)
H (-2.10835, 0.34674, -0.43098)
H (-0.05512, -0.61257, -1.74986)

=====

--- 2 ---
Here is C3H8NO2 as an isolated structure from the OMol25 dataset. Energies are from wB97M-V/def2-TZVPD.

The calculation puts the highest occupied orbital energy at -2.75 eV. The total charge is -1.

Element x y z (Å)
O (-2.50054, 0.48543, -0.95673)
O (3.26715, 1.16118, -0.73685)
N (-0.19945, -0.56758, 1.17267)
C (-2.45379, -0.46004, 0.00774)
C (0.39042, 0.65355, 0.33693)
C (1.08501, -0.64575, 0.16059)
H (-2.53349, -1.62882, -0.10909)
H (3.70484, 0.81580, -1.48311)
H (-3.13032, -0.10430, 0.71790)
H (-1.43211, -0.42789, 0.59486)
H (1.04297, 1.40018, 0.85335)
H (1.08619, -1.05543, -0.93049)
H (2.01421, -0.70672, 0.68518)
H (-0.34110, 1.08039, -0.31295)

=====

--- 3 ---
Here is an isolated ion of composition C3H8NO2 and charge -1 from the OMol25 dataset. Energies are from wB97M-V/def2-TZVPD.

As for the SMILES: N[C@H](C[O-])CO. The calculation puts the highest occupied orbital energy at -2.54 eV. The total charge is -1.

Element x y z (Å)
O (1.14298, 1.94936, -0.61658)
O (0.08051, -2.12672, -1.19423)
N (-0.95409, 0.81726, 0.88077)
C (-0.36061, -1.55079, -0.09590)
C (-0.29989, 0.03375, -0.15235)
C (1.10200, 0.52961, -0.40795)
H (-1.83356, 0.36899, 1.12506)
H (-0.39522, 0.76758, 1.73520)
H (0.23637, -1.82260, 0.83376)
H (1.74082, 0.24661, 0.44793)
H (-1.44389, -1.71833, 0.18730)
H (-0.79742, 0.12985, -1.12327)
H (0.29459, 2.28343, -0.30132)
H (1.48742, 0.09200, -1.31841)

=====

Most stable = 3

=====

--- 1 ---
Here is a 2-piece molecular cluster, C4H12OS2 overall from the OMol25 dataset. Energies are from wB97M-V/def2-TZVPD.

As for the SMILES: CCSSCC.O. The calculation puts the highest occupied orbital energy at -8.33 eV.

Element x y z (Å)
S (-1.41479, -1.60260, -1.08891)
S (0.55374, -1.24531, -0.87968)
O (2.83515, 4.39475, 3.41583)
C (-2.10499, -0.02241, -1.92780)
C (0.79476, -0.82693, 0.90369)
C (-2.45798, 1.06259, -0.88511)
C (2.15698, -0.32427, 1.30821)
H (-2.90430, -0.56156, -2.41535)
H (2.47876, 0.38497, 0.54034)
H (-3.47440, 1.31802, -1.19870)
H (0.05615, -0.05293, 1.10785)
H (2.93881, -1.08592, 1.38739)
H (3.43461, 5.01587, 2.99278)
H (0.47008, -1.64326, 1.56203)
H (-2.35249, 0.88269, 0.18741)
H (2.13174, 0.07740, 2.32139)
H (2.30810, 4.83134, 4.06187)
H (-1.41205, 0.36871, -2.66092)
H (-1.68026, 1.82202, -0.97302)

=====

--- 2 ---
Here is a 2-piece molecular cluster, C4H12OS2 overall from the OMol25 dataset. Energies are from wB97M-V/def2-TZVPD.

As for the SMILES: CCSSCC.O. The calculation puts the highest occupied orbital energy at -8.83 eV.

Element x y z (Å)
S (-0.45219, -0.99757, 1.52255)
S (0.73129, -2.30993, 0.53313)
O (0.88874, 2.51660, -1.52639)
C (0.39805, 0.59625, 1.33599)
C (-0.22873, -2.50983, -1.06511)
C (-0.48944, -1.17731, -1.78899)
C (-0.09874, 1.56617, 2.41028)
H (0.38464, -0.61006, -2.08351)
H (1.47264, 0.43512, 1.41865)
H (0.37093, -3.12871, -1.73582)
H (-1.17441, -2.97163, -0.79453)
H (0.20704, 0.90480, 0.31755)
H (0.40463, 2.52785, 2.30379)
H (-1.11024, 1.86691, 2.11128)
H (0.83694, 2.22506, -0.62850)
H (-1.12136, -0.61181, -1.08981)
H (-1.19962, -1.43830, -2.57191)
H (-0.06627, 1.09605, 3.38249)
H (0.24608, 2.02035, -2.05113)

=====

--- 3 ---
Here is C4H12OS2 as an isolated structure from the OMol25 dataset. Energies are from wB97M-V/def2-TZVPD.

The calculation puts the highest occupied orbital energy at -7.19 eV.

Element x y z (Å)
S (3.39086, 0.22246, 0.35235)
S (-2.53628, 1.37038, 0.45294)
O (6.21380, 0.24792, 0.34720)
C (-3.20033, -0.63228, 0.01352)
C (-2.32511, -1.68238, -2.26782)
C (-0.85180, 0.82462, 1.03891)
C (-2.74995, -1.81649, -0.67537)
H (5.34531, -0.09578, 0.12944)
H (-0.74091, -0.23347, 1.32063)
H (-2.85289, 0.40992, -0.68510)
H (-0.59437, 1.42401, 1.93376)
H (-3.30762, -1.41282, -2.75308)
H (-1.77173, -2.10601, -0.18725)
H (-4.29947, -0.54079, 0.18990)
H (-0.09129, 1.15305, 0.26712)
H (-1.58438, -0.91330, -2.59025)
H (-1.83667, -2.59799, -2.58060)
H (-3.32008, -2.81207, -0.64125)
H (6.43366, 0.09569, 1.27889)

=====

Most stable = 2